one | Density functional theory data (the ωB97M-V functional and the def2-TZVPD basis) for C10H19N3O4 in the gas phase.

Kohn-Sham gap = 9.65 eV
LUMO level = 0.397 eV
SMILES string = CC(C)[C@H](NC(=O)[C@@H](N)CCC(N)=O)C(=O)O
Highest occupied orbital energy = -9.25 eV
Spin multiplicity = 1

Each line ends with the Löwdin charge.
CARTESIAN COORDINATES (ANGSTROEM)
O1 -2.31 3.03 0.17  0.05
O2 1.27 -0.49 2.59  0.05
O3 -0.11 2.92 0.31  0.13
O4 1.89 1.68 0.35  0.00
N1 4.07 1.74 -0.15  0.16
N2 -0.03 -1.65 -0.49  0.05
N3 -0.48 0.34 1.23  0.11
C1 2.35 -1.43 -0.30  -0.12
C2 1.03 -1.53 0.44  -0.34
C3 0.65 -0.47 1.52  -0.38
C4 2.44 -0.11 -1.17  -0.04
C5 -1.21 0.81 0.07  -0.21
C6 -2.73 0.26 -0.13  -0.26
C7 2.82 1.21 -0.35  -0.37
C8 -1.26 2.35 0.14  -0.48
C9 -2.87 -0.47 -1.50  -0.06
C10 -3.02 -0.77 1.08  -0.07
H1 -0.79 -2.08 -0.08  0.03
H2 3.12 -1.41 0.43  0.10
H3 1.15 -2.47 1.04  0.15
H4 0.27 -2.31 -1.23  0.12
H5 -0.56 0.90 2.08  0.16
H6 -0.69 0.66 -0.92  0.15
H7 -3.75 -1.13 -1.61  0.08
H8 -3.23 -0.28 2.00  0.06
H9 -2.34 -1.69 1.25  0.09
H10 1.41 0.04 -1.55  0.11
H11 2.46 -2.43 -0.83  0.14
H12 -2.03 -1.10 -1.52  0.02
H13 -3.35 1.14 0.17  0.12
H14 3.00 -0.24 -2.00  0.06
H15 4.29 2.39 0.63  0.14
H16 -2.95 0.29 -2.30  0.09
H17 0.53 2.26 0.03  0.02
H18 -3.95 -1.16 0.87  0.03
H19 4.91 1.22 -0.26  0.09

***

two | Density functional theory data (the ωB97M-V functional and the def2-TZVPD basis) for C10H19N3O4 in the gas phase.

Kohn-Sham gap = 10.20 eV
LUMO level = 0.500 eV
SMILES string = CC[C@H](C)[C@H](N)C(=O)N[C@@H](CC(N)=O)C(=O)O
Highest occupied orbital energy = -9.70 eV
Spin multiplicity = 1

Each line ends with the Löwdin charge.
CARTESIAN COORDINATES (ANGSTROEM)
O1 2.63 -0.28 0.60  0.15
O2 -0.39 0.61 1.15  0.07
O3 2.88 1.70 1.75  0.12
O4 2.62 4.50 -0.95  0.04
N1 0.59 0.85 -0.86  0.09
N2 -1.12 -0.64 -2.15  0.06
N3 2.47 4.68 1.33  0.16
C1 1.02 3.06 0.13  -0.06
C2 -3.03 -2.46 -0.59  -0.06
C3 2.39 1.01 0.86  -0.44
C4 -1.85 -1.71 0.06  -0.35
C5 1.61 1.71 -0.27  -0.20
C6 -1.48 -0.47 -0.76  -0.30
C7 -0.63 -2.61 0.25  -0.22
C8 2.08 4.17 0.09  -0.50
C9 -0.38 0.35 -0.07  -0.43
C10 -0.84 -3.86 1.15  -0.09
H1 -0.30 -2.93 -0.75  0.11
H2 0.16 -2.01 0.69  0.09
H3 2.01 -0.50 -0.09  0.08
H4 -2.36 0.18 -0.73  0.16
H5 2.42 4.16 2.18  0.08
H6 -1.41 -3.64 2.06  0.08
H7 0.38 0.86 -1.85  0.14
H8 0.20 3.34 -0.52  0.13
H9 3.18 5.40 1.29  0.11
H10 -3.80 -1.73 -0.83  0.07
H11 -2.70 -2.95 -1.51  0.08
H12 0.63 2.97 1.15  0.12
H13 -0.50 -1.46 -2.23  0.10
H14 2.34 1.93 -1.05  0.17
H15 -1.38 -4.65 0.62  0.06
H16 0.12 -4.30 1.44  0.07
H17 -3.50 -3.22 0.06  0.08
H18 -1.94 -0.82 -2.68  0.07
H19 -2.12 -1.25 1.03  0.15

***

Most stable = two

***

one | Density functional theory data (the ωB97M-V functional and the def2-TZVPD basis) for C2H2S2 in the gas phase.

Kohn-Sham gap (alpha / beta) = 7.79 / 7.79 eV
LUMO level (alpha / beta) = -0.909 / -0.910 eV
Highest occupied orbital energy (alpha / beta) = -8.70 / -8.70 eV
Spin multiplicity = 1

Each line ends with the Löwdin charge.
CARTESIAN COORDINATES (ANGSTROEM)
S1 -1.49 0.55 -0.03  0.39
S2 -3.27 0.15 0.83  0.00
C1 1.25 -0.12 -0.24  -0.05
C2 0.08 0.13 0.23  -0.49
H1 1.24 -0.96 -0.91  0.07
H2 2.20 0.25 0.13  0.07

***

two | Density functional theory data (the ωB97M-V functional and the def2-TZVPD basis) for C2H2S2 in the gas phase.

Kohn-Sham gap (alpha / beta) = 6.31 / 6.32 eV
LUMO level (alpha / beta) = -1.532 / -1.531 eV
Highest occupied orbital energy (alpha / beta) = -7.84 / -7.85 eV
Spin multiplicity = 1

Each line ends with the Löwdin charge.
CARTESIAN COORDINATES (ANGSTROEM)
S1 -2.35 -2.25 -0.41  0.87
S2 0.82 -1.08 -1.70  0.40
C1 -0.08 -0.42 -0.28  -0.78
C2 -1.32 -1.09 -0.34  -0.64
H1 0.29 -0.80 0.66  0.08
H2 0.29 0.58 -0.37  0.05

***

Most stable = one

***

one | Density functional theory data (the ωB97M-V functional and the def2-TZVPD basis) for C3H2O in the gas phase.

Kohn-Sham gap (alpha / beta) = 8.68 / 7.00 eV
LUMO level (alpha / beta) = -1.398 / -2.517 eV
Highest occupied orbital energy (alpha / beta) = -10.08 / -9.52 eV
Spin multiplicity = 1

Each line ends with the Löwdin charge.
CARTESIAN COORDINATES (ANGSTROEM)
O1 -1.47 0.51 -0.04  -0.05
C1 -0.21 0.08 0.02  0.13
C2 -2.78 0.06 -0.09  -0.26
C3 -3.94 -0.27 0.09  0.01
H1 0.43 0.76 0.40  0.05
H2 0.22 -0.94 -0.25  0.13

***

two | Density functional theory data (the ωB97M-V functional and the def2-TZVPD basis) for C3H2O in the gas phase.

Kohn-Sham gap = 10.77 eV
LUMO level = 0.112 eV
SMILES string = C#CC=O
Highest occupied orbital energy = -10.66 eV
Spin multiplicity = 1

Each line ends with the Löwdin charge.
CARTESIAN COORDINATES (ANGSTROEM)
O1 -0.74 -1.00 -1.63  0.08
C1 0.03 -0.83 -0.75  -0.31
C2 -0.26 0.12 0.35  -0.08
C3 -0.08 1.12 1.00  0.11
H1 0.16 2.11 1.58  0.09
H2 0.89 -1.51 -0.55  0.12

***

Most stable = two

***

one | Density functional theory data (the ωB97M-V functional and the def2-TZVPD basis) for C4H8FNO in the gas phase.

Kohn-Sham gap (alpha / beta) = 7.34 / 7.41 eV
⟨S²⟩ = 2.0063
LUMO level (alpha / beta) = 0.941 / -2.860 eV
Highest occupied orbital energy (alpha / beta) = -6.40 / -10.27 eV
Spin multiplicity = 3

Each line ends with the Löwdin charge.
CARTESIAN COORDINATES (ANGSTROEM)
F1 -0.79 -0.13 1.64  -0.18
O1 1.88 1.03 -0.10  0.20
N1 -0.59 1.87 0.06  0.14
C1 1.07 0.12 0.07  -0.43
C2 -1.42 -0.29 -0.62  -0.01
C3 1.45 -1.30 0.23  -0.04
C4 -0.43 0.49 0.20  -0.41
H1 -0.98 -0.58 -1.59  0.10
H2 -1.50 2.24 0.01  0.09
H3 2.42 -1.20 0.78  0.09
H4 1.86 -1.73 -0.77  0.10
H5 0.68 -2.02 0.69  0.12
H6 -2.33 0.18 -0.83  0.06
H7 0.11 2.53 0.24  0.08
H8 -1.45 -1.20 0.01  0.09

***

two | Density functional theory data (the ωB97M-V functional and the def2-TZVPD basis) for 2 unconnected molecules or ions with the total composition C4H8FNO.

Kohn-Sham gap (alpha / beta) = 5.93 / 5.94 eV
⟨S²⟩ = 2.0062
LUMO level (alpha / beta) = 1.042 / -4.047 eV
Highest occupied orbital energy (alpha / beta) = -4.89 / -9.99 eV
Spin multiplicity = 3

Each line ends with the Löwdin charge.
CARTESIAN COORDINATES (ANGSTROEM)
F1 -0.23 -2.51 0.06  0.01
O1 0.89 -0.22 -1.88  0.07
N1 -1.41 -0.15 -1.06  -0.01
C1 1.96 -0.37 0.42  -0.04
C2 -2.12 -0.09 0.20  -0.08
C3 1.15 0.40 -0.58  -0.23
C4 -0.11 -0.10 -1.04  -0.45
H1 -1.81 -0.79 -1.74  0.15
H2 -3.19 0.02 0.00  0.08
H3 -1.94 -1.01 0.76  0.07
H4 -1.76 0.76 0.78  0.09
H5 1.85 0.10 1.39  0.08
H6 3.01 -0.38 0.14  0.08
H7 1.35 1.46 -0.67  0.13
H8 1.59 -1.39 0.47  0.05

***

Most stable = one